No. 1
42
Properties=species:S:1:pos:R:3 method="wB97M-V/def2-TZVPD" orbital_gap_ha=0.324 e_homo_ev=-8.889 relative_energy_kcal_mol=3.52 energy_ev=-23518.198
C 2.240 1.441 0.441
C 2.012 0.420 1.279
C 0.826 -0.461 1.032
C 0.956 -1.677 1.561
C -0.366 0.158 0.446
C -1.667 -0.609 0.749
C -2.121 -1.607 -0.301
N -2.729 0.382 1.066
H 1.630 1.895 -0.338
H 3.236 1.868 0.411
H 2.566 0.134 2.171
H 0.166 -2.441 1.524
H 1.828 -2.109 2.062
H -0.232 0.229 -0.655
H -0.420 1.235 0.674
H -1.547 -1.152 1.688
H -2.702 -1.322 -1.202
H -2.753 -2.445 0.053
H -1.243 -2.238 -0.547
H -3.639 0.030 1.336
H -2.930 0.917 0.218
O 0.733 -3.179 -1.469
H 1.134 -2.386 -1.847
H 0.923 -3.139 -0.523
O -1.671 2.302 -1.261
H -1.986 2.879 -1.958
H -1.870 2.777 -0.444
O 3.449 -3.642 -0.785
H 2.692 -4.083 -1.222
H 3.618 -2.958 -1.441
O -2.202 2.234 3.061
H -2.340 1.612 2.288
H -1.427 1.777 3.422
O 2.134 -1.181 -3.187
H 1.694 -0.310 -3.086
H 2.586 -1.287 -4.022
O -0.437 4.134 2.395
H -0.456 4.374 3.325
H -1.031 3.337 2.436
O 0.680 1.033 -3.191
H -0.094 1.130 -2.620
H 0.758 1.927 -3.539



No. 2
67
Properties=species:S:1:pos:R:3 method="wB97M-V/def2-TZVPD" multiplicity=4 orbital_gap_ha="0.234 / 0.233" e_homo_ev="-7.426 / -7.494" relative_energy_kcal_mol=0.00 energy_ev=-161939.642 s2=3.86
Cr 12.403 11.246 10.166
C 13.677 14.224 13.216
C 14.259 13.081 12.442
C 14.507 13.229 11.078
C 15.079 12.203 10.328
C 15.495 12.461 8.906
C 15.403 11.008 10.972
C 15.158 10.835 12.328
C 15.554 9.572 13.031
C 14.584 11.878 13.049
H 14.372 15.063 13.228
H 13.464 13.936 14.243
H 12.753 14.560 12.748
H 14.311 14.187 10.612
H 16.353 13.136 8.903
H 14.707 12.946 8.334
H 15.779 11.539 8.408
H 15.882 10.216 10.412
H 16.456 9.750 13.615
H 15.752 8.775 12.321
H 14.771 9.249 13.715
H 14.398 11.751 14.107
Br 5.485 7.012 12.793
C 7.299 6.585 13.174
C 8.219 6.532 12.137
C 9.536 6.235 12.409
C 9.949 5.969 13.726
C 8.991 5.998 14.752
C 7.680 6.316 14.481
N 11.201 5.504 14.045
N 12.253 5.717 13.425
C 12.563 6.732 12.593
C 13.427 6.446 11.520
C 13.704 7.358 10.530
C 13.169 8.659 10.601
O 13.287 9.590 9.725
C 12.463 9.019 11.786
N 12.137 10.335 11.834
C 11.511 10.776 12.921
C 11.173 9.944 13.979
C 11.481 8.597 13.928
C 12.137 8.092 12.796
H 7.907 6.717 11.120
H 10.243 6.158 11.594
H 9.295 5.788 15.765
H 6.950 6.342 15.275
H 13.788 5.433 11.443
H 14.315 7.085 9.687
H 11.263 11.830 12.944
H 10.662 10.364 14.831
H 11.234 7.955 14.758
F 9.928 15.004 5.255
C 10.261 14.637 6.497
C 11.160 13.592 6.695
F 11.685 12.948 5.647
C 11.494 13.235 7.987
F 12.406 12.216 8.204
C 10.931 13.836 9.118
S 11.343 13.319 10.697
C 10.015 14.878 8.886
F 9.428 15.470 9.929
C 9.705 15.287 7.602
F 8.855 16.299 7.413
C 10.571 10.477 9.523
H 10.644 10.221 8.464
H 9.761 11.195 9.645
H 10.290 9.571 10.059



No. 3
11
Properties=species:S:1:pos:R:3 method="wB97M-V/def2-TZVPD" orbital_gap_ha=0.352 e_homo_ev=-9.066 relative_energy_kcal_mol=75.67 energy_ev=-8226.212
C 1.984 0.035 1.283
C 1.051 0.262 0.533
C -0.107 0.798 -0.223
N 0.083 2.160 -0.341
C -0.943 -0.056 -0.805
C -0.962 -1.487 -0.293
N -1.162 -2.606 -0.060
H 2.725 0.165 2.148
H 1.043 2.636 -0.080
H -0.656 2.804 -0.810
H -1.698 0.197 -1.413



No. 4
82
Properties=species:S:1:pos:R:3 method="wB97M-V/def2-TZVPD" orbital_gap_ha=0.330 e_homo_ev=-9.117 relative_energy_kcal_mol=70.97 energy_ev=-93915.622
C -0.595 0.421 0.910
C -1.609 0.013 -0.158
O -0.842 -0.129 -1.331
C 0.421 0.191 -1.125
O 1.317 0.164 -2.015
O 0.611 0.302 0.216
H -0.635 -0.247 1.770
H -0.757 1.485 1.083
H -2.391 0.771 -0.103
H -2.051 -0.973 -0.015
C 2.907 -0.099 2.838
C 3.975 -1.131 2.704
O 5.004 -0.538 3.498
C 4.735 0.727 3.767
O 5.407 1.551 4.366
O 3.497 0.926 3.568
H 2.184 -0.612 3.472
H 2.532 0.255 1.878
H 4.281 -1.137 1.658
H 3.623 -2.088 3.088
C -4.978 -3.872 0.159
C -3.851 -3.674 1.040
O -4.512 -3.495 2.248
C -5.669 -3.979 2.251
O -6.466 -4.012 3.181
O -5.958 -4.443 0.986
H -4.746 -4.519 -0.688
H -5.381 -2.929 -0.211
H -3.350 -2.767 0.701
H -3.063 -4.419 1.147
C -0.363 3.042 -2.422
C -0.807 3.537 -1.041
C -2.100 4.308 -0.994
C -3.078 3.453 -1.567
N -3.883 2.889 -2.033
H -1.108 2.331 -2.777
H 0.655 2.655 -2.461
H -0.296 3.854 -3.146
H -0.024 4.198 -0.670
H -0.848 2.733 -0.307
H -1.930 5.180 -1.625
H -2.270 4.617 0.037
C 2.988 2.122 -4.509
S 4.447 3.085 -5.142
O 5.366 3.258 -3.880
C 5.118 1.642 -6.176
H 2.753 1.228 -5.086
H 2.206 2.871 -4.380
H 3.133 1.765 -3.489
H 4.425 1.617 -7.017
H 5.101 0.711 -5.609
H 6.117 1.826 -6.572
C -0.595 -2.870 -5.502
S -0.334 -2.827 -3.589
O -0.870 -4.188 -3.235
C 1.444 -2.963 -3.585
H -1.612 -2.499 -5.625
H -0.483 -3.915 -5.789
H 0.235 -2.358 -5.989
H 1.700 -3.226 -2.558
H 1.882 -1.985 -3.785
H 1.861 -3.762 -4.198
C -0.043 3.000 3.428
S -1.813 3.657 3.685
O -2.603 3.246 2.500
C -1.364 5.514 3.614
H 0.408 3.337 2.495
H 0.075 1.918 3.491
H 0.587 3.472 4.183
H -2.287 6.045 3.845
H -0.943 5.775 2.643
H -0.492 5.722 4.235
C -0.970 -3.612 2.665
S 0.156 -2.622 3.789
O -0.498 -1.368 4.398
C 0.208 -3.901 5.135
H -1.083 -3.219 1.655
H -1.895 -3.799 3.210
H -0.522 -4.581 2.447
H 0.946 -4.685 4.967
H -0.738 -4.415 5.301
H 0.404 -3.559 6.152



No. 5
9
Properties=species:S:1:pos:R:3 method="wB97M-V/def2-TZVPD" orbital_gap_ha=0.379 e_homo_ev=-10.180 relative_energy_kcal_mol=27.60 energy_ev=-22698.857
C 1.071 -1.390 1.648
N 2.425 -1.064 1.185
P 3.189 -1.505 -0.024
F 2.195 -2.541 -0.900
H 1.069 -2.093 2.448
H 0.662 -0.493 2.163
H 0.518 -1.723 0.697
I -3.180 -0.385 0.078
H -2.246 -1.507 -0.578



No. 6
10
Properties=species:S:1:pos:R:3 method="wB97M-V/def2-TZVPD" charge=-1 orbital_gap_ha=0.283 e_homo_ev=-4.126 relative_energy_kcal_mol=21.18 energy_ev=-14343.064
I 0.301 0.594 -0.984
O 2.365 1.291 1.768
H 1.817 0.950 1.167
H 2.923 0.482 1.828
O -1.543 -0.754 -3.360
H -1.275 -1.011 -2.433
H -1.292 -1.542 -3.804
O -1.330 -0.268 2.024
H -1.093 0.035 1.158
H -0.874 0.223 2.638



No. 7
159
Properties=species:S:1:pos:R:3 method="wB97M-V/def2-TZVPD" orbital_gap_ha=0.335 e_homo_ev=-9.208 energy_ev=-338870.242
C -2.625 -2.734 -3.303
C -4.041 -2.570 -2.886
Br -4.924 -4.229 -2.700
C -4.649 -1.397 -2.671
Br -6.493 -1.376 -2.161
C -4.063 -0.016 -2.739
C -2.992 0.402 -1.681
C -3.487 1.702 -1.002
C -4.726 1.556 -0.139
F -5.156 2.846 0.180
C -2.637 -0.653 -0.651
O -3.759 -1.125 0.093
O -3.432 -1.141 1.477
C -1.631 0.763 -2.339
C -1.694 1.807 -3.464
C -1.261 3.207 -2.981
C -2.005 4.308 -3.708
O -1.791 4.631 -4.852
Br -3.344 5.213 -2.624
O -2.966 1.897 -4.132
S -3.623 0.466 -4.413
O -4.819 0.685 -5.147
O -2.601 -0.366 -4.961
H -2.599 -2.988 -4.360
H -2.135 -3.549 -2.786
H -2.034 -1.840 -3.185
H -4.899 0.652 -2.575
H -3.727 2.443 -1.755
H -2.680 2.072 -0.374
H -5.548 1.089 -0.671
H -4.556 1.057 0.804
H -1.941 -0.192 0.049
H -2.112 -1.505 -1.075
H -3.424 -0.207 1.734
H -1.087 -0.117 -2.663
H -1.044 1.196 -1.534
H -0.964 1.517 -4.211
H -0.200 3.305 -3.175
H -1.409 3.312 -1.914
F -0.684 5.576 0.101
C 0.487 6.067 -0.351
C 0.773 5.980 -1.699
C 1.978 6.487 -2.163
C 2.878 7.063 -1.277
C 2.572 7.136 0.075
C 1.365 6.639 0.547
H 0.060 5.521 -2.368
H 2.213 6.431 -3.217
H 3.819 7.455 -1.641
H 3.275 7.572 0.765
H 1.105 6.691 1.596
F -0.612 -5.383 -2.681
C -0.915 -6.466 -1.929
C 0.117 -7.234 -1.431
C -0.188 -8.345 -0.658
C -1.514 -8.670 -0.402
C -2.534 -7.880 -0.914
C -2.240 -6.763 -1.683
H 1.142 -6.963 -1.650
H 0.609 -8.952 -0.259
H -1.750 -9.537 0.200
H -3.567 -8.133 -0.714
H -3.028 -6.132 -2.081
F -1.649 1.026 4.119
C -1.797 -0.012 4.976
C -0.672 -0.604 5.508
C -0.825 -1.667 6.386
C -2.095 -2.125 6.709
C -3.214 -1.516 6.158
C -3.068 -0.446 5.287
H 0.307 -0.233 5.235
H 0.048 -2.136 6.817
H -2.213 -2.957 7.391
H -4.205 -1.873 6.404
H -3.927 0.048 4.853
F -2.565 -4.688 -6.070
C -1.586 -4.206 -6.865
C -0.505 -5.012 -7.156
C 0.497 -4.511 -7.975
C 0.408 -3.221 -8.480
C -0.688 -2.428 -8.169
C -1.699 -2.922 -7.358
H -0.453 -6.011 -6.746
H 1.349 -5.131 -8.219
H 1.193 -2.834 -9.116
H -0.758 -1.421 -8.556
H -2.564 -2.322 -7.106
F 4.390 8.293 2.695
C 3.557 9.234 3.192
C 3.536 9.443 4.556
C 2.688 10.413 5.069
C 1.876 11.151 4.220
C 1.913 10.921 2.852
C 2.759 9.956 2.326
H 4.174 8.853 5.200
H 2.664 10.593 6.135
H 1.216 11.906 4.625
H 1.279 11.494 2.189
H 2.801 9.773 1.262
F 2.307 -8.762 0.964
C 3.480 -8.246 0.536
C 3.800 -8.336 -0.803
C 4.997 -7.787 -1.241
C 5.853 -7.170 -0.340
C 5.512 -7.098 1.003
C 4.314 -7.637 1.451
H 3.119 -8.825 -1.488
H 5.258 -7.838 -2.289
H 6.782 -6.741 -0.685
H 6.179 -6.618 1.706
H 4.023 -7.583 2.491
F -9.729 -1.717 -1.975
C -10.122 -2.744 -1.192
C -9.174 -3.624 -0.709
C -9.590 -4.673 0.098
C -10.935 -4.832 0.403
C -11.869 -3.936 -0.098
C -11.464 -2.879 -0.900
H -8.131 -3.488 -0.963
H -8.860 -5.368 0.490
H -11.254 -5.653 1.030
H -12.918 -4.059 0.135
H -12.175 -2.166 -1.296
F 6.527 -4.248 -0.919
C 5.568 -3.304 -1.007
C 5.720 -2.275 -1.915
C 4.727 -1.311 -2.001
C 3.609 -1.385 -1.182
C 3.479 -2.428 -0.276
C 4.463 -3.402 -0.186
H 6.602 -2.235 -2.539
H 4.827 -0.501 -2.710
H 2.838 -0.629 -1.251
H 2.609 -2.487 0.365
H 4.380 -4.229 0.506
F 3.087 3.133 8.768
C 2.850 3.199 7.442
C 1.597 2.863 6.970
C 1.357 2.936 5.606
C 2.366 3.332 4.739
C 3.620 3.662 5.235
C 3.867 3.600 6.599
H 0.827 2.550 7.663
H 0.380 2.681 5.217
H 2.176 3.385 3.675
H 4.402 3.968 4.561
H 4.834 3.859 7.010
F 5.278 4.228 2.526
C 6.622 4.362 2.481
C 7.188 5.538 2.928
C 8.568 5.670 2.885
C 9.354 4.636 2.395
C 8.760 3.464 1.948
C 7.381 3.319 1.993
H 6.555 6.333 3.300
H 9.030 6.582 3.236
H 10.430 4.744 2.361
H 9.370 2.659 1.563
H 6.897 2.412 1.657



No. 8
88
Properties=species:S:1:pos:R:3 method="wB97M-V/def2-TZVPD" multiplicity=3 charge=+2 orbital_gap_ha="0.242 / 0.131" e_homo_ev="-12.949 / -12.995" relative_energy_kcal_mol=10.53 energy_ev=-80690.179 s2=2.03
Au -1.459 1.585 2.513
C -2.519 -4.256 3.277
C -3.085 -3.683 4.408
C -3.188 -2.310 4.517
C -2.700 -1.499 3.488
C -2.132 -2.070 2.352
C -2.062 -3.449 2.244
N -2.850 -0.109 3.513
N -3.662 0.408 4.280
C -3.819 1.764 4.242
C -4.893 2.333 4.934
C -5.129 3.689 4.830
C -4.278 4.485 4.074
C -3.184 3.925 3.412
C -2.952 2.573 3.480
H -2.446 -5.332 3.190
H -3.457 -4.312 5.205
H -3.646 -1.848 5.380
H -1.810 -1.418 1.548
H -1.666 -3.897 1.344
H -5.538 1.689 5.517
H -5.978 4.133 5.331
H -4.456 5.548 3.989
H -2.515 4.567 2.850
C 7.076 3.206 0.366
C 5.640 2.800 0.505
C 4.671 3.237 -0.397
C 3.353 2.833 -0.273
C 3.004 1.972 0.756
C 3.941 1.542 1.686
C 5.251 1.954 1.549
S 1.298 1.440 0.819
O 0.820 1.637 2.237
C 1.581 -0.341 0.710
C 1.715 -1.113 1.851
C 1.889 -2.484 1.732
C 1.863 -3.120 0.472
C 1.971 -4.518 0.341
C 1.876 -5.121 -0.900
C 1.644 -4.353 -2.041
C 1.546 -2.975 -1.944
C 1.671 -2.339 -0.696
C 1.548 -0.929 -0.569
C 1.353 -0.065 -1.762
C 2.469 0.294 -2.565
C 3.776 -0.164 -2.276
C 4.830 0.213 -3.059
C 4.624 1.062 -4.164
C 3.375 1.534 -4.457
C 2.262 1.170 -3.664
C 0.964 1.672 -3.909
C -0.099 1.330 -3.120
C 0.096 0.453 -2.044
S -1.205 -0.030 -0.868
O -1.454 1.188 -0.021
C -2.607 -0.233 -1.944
C -3.452 0.825 -2.237
C -4.550 0.595 -3.045
C -4.834 -0.681 -3.539
C -6.064 -0.924 -4.359
C -3.973 -1.730 -3.213
C -2.866 -1.516 -2.411
H 7.201 4.012 -0.353
H 7.662 2.347 0.029
H 7.488 3.521 1.323
H 4.952 3.906 -1.201
H 2.600 3.192 -0.966
H 3.642 0.905 2.511
H 5.995 1.619 2.261
H 1.699 -0.627 2.820
H 2.038 -3.085 2.621
H 2.115 -5.120 1.230
H 1.972 -6.194 -0.997
H 1.536 -4.833 -3.004
H 1.364 -2.367 -2.821
H 3.930 -0.800 -1.412
H 5.827 -0.140 -2.831
H 5.467 1.343 -4.781
H 3.222 2.195 -5.301
H 0.814 2.347 -4.742
H -1.086 1.724 -3.328
H -3.250 1.807 -1.827
H -5.208 1.418 -3.296
H -6.262 -0.094 -5.035
H -6.930 -1.015 -3.700
H -5.981 -1.844 -4.935
H -4.183 -2.726 -3.582
H -2.204 -2.332 -2.143